Record 1
{"formula": "C9H15N2", "method": "wB97M-V/def2-TZVPD", "species": ["C", "C", "C", "C", "C", "C", "C", "C", "C", "N", "N", "H", "H", "H", "H", "H", "H", "H", "H", "H", "H", "H", "H", "H", "H", "H"], "coordinates": [[1.103, -1.233, -0.347], [0.583, -0.453, -1.452], [2.552, -1.107, -0.001], [2.642, 0.409, -0.003], [1.374, 1.240, -0.018], [-0.993, 0.465, -0.677], [-1.146, -0.788, 0.256], [-1.689, 1.743, -0.050], [-2.148, -1.738, -0.412], [0.448, 0.802, -0.992], [0.126, -1.442, 0.437], [2.787, -1.577, 0.907], [3.113, -1.529, -0.869], [3.193, 0.835, 0.761], [3.216, 0.515, -0.932], [1.008, 1.165, 0.997], [1.625, 2.234, -0.310], [-1.488, 0.140, -1.615], [-1.441, -0.616, 1.279], [-2.614, 1.405, 0.126], [-1.841, 2.669, -0.743], [-1.060, 2.032, 0.758], [-1.665, -2.070, -1.298], [-3.064, -1.081, -0.725], [-2.453, -2.551, 0.114], [0.184, -1.914, 1.360]], "atomic_forces_ev_per_a": [[1.532, 1.105, -0.786], [0.746, -1.551, -0.964], [-1.340, -1.365, -1.723], [0.557, 0.387, -2.667], [0.737, -0.614, 1.325], [-1.461, 1.777, 0.013], [-1.305, -0.433, -0.452], [3.193, 1.182, -3.266], [-0.825, 4.136, -1.723], [-1.384, -0.556, -1.967], [-0.259, -1.557, 2.779], [0.449, -0.795, 1.224], [-0.069, 0.232, 1.030], [1.514, 0.296, 1.640], [-0.165, 1.074, 0.133], [-0.556, 0.570, 0.379], [0.227, 0.939, 0.407], [0.459, 0.689, 0.376], [-0.417, 0.791, 0.239], [-3.572, -0.926, 1.640], [0.742, -1.927, 0.815], [-0.215, 0.336, 1.072], [0.179, -0.384, -1.068], [1.471, -1.434, 0.608], [-0.874, -2.203, 1.928], [0.635, 0.232, -0.990]], "nbo_charge": [0.322, 0.252, -0.434, -0.421, -0.255, -0.068, -0.099, -0.583, -0.600, -0.415, -0.467, 0.242, 0.266, 0.252, 0.237, 0.200, 0.254, 0.285, 0.230, 0.218, 0.249, 0.212, 0.228, 0.229, 0.229, 0.437], "lumo_energy_ha": -0.151, "mol_weight_g_mol": 151.233, "homo_lumo_gap_ha": 0.310, "total_charge": 1, "homo_energy_ev": -12.542}

Record 2
{"formula": "C9H15N2O2P", "method": "wB97M-V/def2-TZVPD", "species": ["C", "C", "C", "C", "C", "C", "C", "C", "C", "N", "N", "O", "O", "P", "H", "H", "H", "H", "H", "H", "H", "H", "H", "H", "H", "H", "H", "H", "H"], "coordinates": [[1.174, 2.150, 3.536], [-0.024, 2.602, 2.893], [1.696, 0.921, 3.201], [-0.473, 1.898, 1.815], [1.069, 0.038, 2.304], [0.002, 0.569, 1.552], [-1.980, -0.877, -2.110], [-0.236, 0.026, -3.559], [0.531, -2.760, -0.422], [-0.630, -0.154, 0.530], [-0.559, -0.508, -2.301], [1.501, 0.828, -1.179], [1.347, -1.663, -0.707], [0.574, -0.251, -1.007], [1.755, 2.671, 4.305], [-0.608, 3.416, 3.212], [2.740, 0.717, 3.340], [-1.347, 2.259, 1.209], [1.361, -1.016, 2.274], [-2.681, -0.087, -2.274], [-2.226, -1.690, -2.908], [-1.882, -1.294, -1.066], [-0.583, -0.555, -4.479], [-0.839, 0.978, -3.747], [0.903, 0.216, -3.640], [0.064, -2.617, 0.470], [1.097, -3.655, -0.368], [-0.364, -2.601, -1.105], [-1.384, 0.439, 0.232]], "atomic_forces_ev_per_a": [[-0.479, 0.106, -0.002], [1.679, -1.107, 0.562], [0.097, -0.131, -1.460], [-0.822, -1.503, -0.604], [-1.277, 0.896, -0.226], [0.793, 0.696, 1.081], [2.143, -2.667, 0.032], [0.803, 1.934, -2.809], [-1.793, 1.017, -2.401], [2.142, -0.547, -2.799], [0.358, -0.296, 2.018], [1.087, 1.314, -0.331], [0.369, 2.301, -0.289], [-3.594, -2.635, 1.405], [-0.665, 0.382, -0.402], [-0.126, 1.287, 0.396], [0.268, -0.343, 1.235], [0.904, -0.294, 0.683], [0.097, 0.504, -0.525], [-0.351, 0.854, 0.299], [0.327, 1.101, 1.598], [-1.590, 0.276, -1.145], [0.635, -0.200, 1.428], [1.106, -0.545, 0.356], [-2.022, -0.099, -0.040], [-1.002, 0.320, 3.130], [0.326, -0.857, -0.778], [1.149, -1.783, 0.102], [-0.563, 0.018, -0.516]], "nbo_charge": [-0.240, -0.192, -0.196, -0.245, -0.247, 0.147, -0.415, -0.416, -0.253, -0.894, -0.801, -1.059, -0.791, 2.374, 0.220, 0.214, 0.214, 0.201, 0.223, 0.193, 0.197, 0.228, 0.194, 0.173, 0.237, 0.183, 0.203, 0.176, 0.372], "lumo_energy_ha": 0.026, "mol_weight_g_mol": 214.205, "smiles": "CO[P@](=O)(Nc1ccccc1)N(C)C", "homo_lumo_gap_ha": 0.333, "homo_energy_ev": -8.334}